(1)
14
Properties=species:S:1:pos:R:3:nbo_charge:R:1 method="wB97M-V/def2-TZVPD" lumo_ev=1.62 homo_energy_ev=-4.203 charge=-1 orbital_gap_ev=5.82 multiplicity=1
O -0.2142 1.4902 -1.8261 -0.830
C -1.3698 1.6691 -1.2937 0.618
C -0.0005 -1.0946 0.6015 0.067
C 0.7064 -0.8945 -0.6967 -0.675
N 0.5815 -1.8592 1.6339 -0.456
C 0.6255 -0.1716 1.8442 0.402
O -2.4110 2.1289 -1.7804 -0.755
O -0.1598 0.7147 2.2055 -0.452
H -1.3472 1.5851 -0.1380 -0.009
H -1.1439 -0.9702 0.6013 0.213
H 1.1496 -1.8593 -1.0742 0.215
H 1.5887 -0.3688 -0.3784 0.222
H 0.2685 -0.4169 -1.5018 0.292
H 1.7262 0.0470 1.8029 0.148


(2)
14
Properties=species:S:1:pos:R:3:nbo_charge:R:1 method="wB97M-V/def2-TZVPD" lumo_ev=3.84 homo_energy_ev=-3.925 smiles="O=CCCNC(=O)[O-]" charge=-1 orbital_gap_ev=7.76 multiplicity=1
C -0.7979 -0.0928 0.7001 -0.216
C 0.3654 0.9247 0.7847 -0.549
C 0.6915 1.5947 -0.5183 0.460
O 1.5379 2.4685 -0.5574 -0.571
N -0.4414 -1.4388 0.3568 -0.739
C -0.2823 -1.6375 -1.1705 0.865
O 0.8923 -1.5957 -1.5304 -0.787
O -1.3613 -1.8067 -1.7281 -0.760
H -1.2587 -0.1524 1.6994 0.165
H -1.5389 0.2312 -0.0311 0.203
H 0.3068 1.6343 1.6156 0.216
H 1.2951 0.4236 1.0655 0.237
H 0.1512 1.2308 -1.3930 0.133
H 0.4405 -1.7839 0.7069 0.346


(3)
16
Properties=species:S:1:pos:R:3:nbo_charge:R:1 method="wB97M-V/def2-TZVPD" lumo_ev=6.27 homo_energy_ev=0.612 charge=-2 orbital_gap_ev=5.66 multiplicity=1
C -0.1047 0.3916 1.0556 -0.020
C -2.6254 -0.4330 -1.2462 -0.657
C 1.3106 0.8376 0.7967 -0.918
C -2.1230 0.6858 -0.3300 0.571
N -0.9614 0.5535 0.1017 -0.546
O 2.7052 -1.1869 2.1570 -1.183
O 2.1552 -1.3537 -0.3806 -1.050
O 4.0060 0.2047 0.4251 -1.209
O -2.8352 1.6718 -0.1593 -0.776
P 2.6573 -0.4027 0.9305 2.347
H -3.5786 -0.8635 -0.8901 0.186
H -3.0247 -0.0903 -2.3402 0.167
H -1.9695 -1.2073 -1.4150 0.193
H 1.6306 1.4390 1.6669 0.225
H 1.5619 1.4507 -0.1386 0.198
H 1.1957 -1.6975 -0.2334 0.472


(4)
14
Properties=species:S:1:pos:R:3:nbo_charge:R:1 method="wB97M-V/def2-TZVPD" lumo_ev=-1.06 homo_energy_ev=-7.335 smiles="[H]/N=C/C=P(=C=S)OC" orbital_gap_ev=6.27 multiplicity=1
C 1.3083 1.3395 -1.6366 0.082
C 1.2532 -0.0169 -1.1929 -0.827
C -0.6418 1.0851 0.6335 -0.452
C -1.0475 -2.0725 1.5039 -0.247
N 0.5626 2.2389 -1.0494 -0.708
O 0.0345 -1.5370 0.7350 -0.777
P -0.2409 -0.3157 -0.3360 1.329
S -1.8746 1.8640 1.2675 0.216
H 2.1785 1.5401 -2.3156 0.185
H 1.8649 -0.8804 -1.6820 0.263
H -0.7245 -1.7187 2.4549 0.195
H -1.2749 -3.0624 1.4417 0.190
H -1.9992 -1.6644 1.2786 0.177
H 0.6015 3.2003 -1.1025 0.375


(5)
12
Properties=species:S:1:pos:R:3:nbo_charge:R:1 method="wB97M-V/def2-TZVPD" lumo_ev=-4.64 homo_energy_ev=-13.495 charge=+1 orbital_gap_ev=8.85 multiplicity=1
C -0.4079 0.1956 1.0214 -0.148
C -0.2749 -1.1340 1.0223 -0.290
C 0.8953 1.5786 -0.6461 0.041
C 0.6326 0.5789 -1.3903 0.053
N -0.3729 0.9216 -0.2267 -0.435
S -0.0321 -2.6140 0.0398 0.126
H -0.6561 0.7777 1.8603 0.244
H -0.2134 -1.5549 2.0000 0.249
H -0.2563 -2.3168 -1.2745 0.126
H 1.1969 2.6092 -0.3064 0.308
H 0.8273 -0.4209 -1.7050 0.282
H -1.3384 1.3790 -0.3947 0.443


(6)
11
Properties=species:S:1:pos:R:3:nbo_charge:R:1 method="wB97M-V/def2-TZVPD" lumo_ev="4.42 / 4.29" homo_energy_ev="0.337 / -2.428" charge=-1 orbital_gap_ev="4.08 / 6.72" multiplicity=2
C 0.9125 -0.3910 1.5060 -0.779
C 0.0878 -0.2702 0.4038 0.243
O -0.8126 -1.3068 0.1391 -0.737
C 0.0792 0.7491 -0.5620 -0.362
C -0.7210 0.8076 -1.7081 -0.658
H 0.8974 -1.2796 2.1407 0.153
H 1.6213 0.3745 1.8004 0.180
H -0.7772 -1.9076 0.9020 0.455
H 0.8577 1.4997 -0.3838 0.172
H -1.3857 -0.0022 -1.9612 0.176
H -0.7592 1.7264 -2.2770 0.157


(7)
11
Properties=species:S:1:pos:R:3:nbo_charge:R:1 method="wB97M-V/def2-TZVPD" lumo_ev=1.10 homo_energy_ev=-9.888 smiles="O=CC1CC1" orbital_gap_ev=10.99 multiplicity=1
O -2.5613 -0.1459 0.5366 -0.512
C -1.4858 -0.1807 -0.0007 0.456
C -0.2312 0.5674 0.3676 -0.354
C 0.9295 -0.3922 0.5766 -0.397
C 0.7707 0.3157 -0.7278 -0.404
H -1.2527 -0.8098 -0.9268 0.082
H -0.3250 1.4948 0.9351 0.245
H 1.7372 -0.1527 1.2678 0.234
H 0.6541 -1.4430 0.5987 0.214
H 1.4635 1.0464 -1.1285 0.232
H 0.3010 -0.3000 -1.4985 0.205


(8)
11
Properties=species:S:1:pos:R:3:nbo_charge:R:1 method="wB97M-V/def2-TZVPD" lumo_ev=0.11 homo_energy_ev=-9.079 orbital_gap_ev=9.19 multiplicity=1
C 0.3553 -1.0697 0.7144 -0.617
C -0.9977 -0.1180 -0.7690 0.103
C -0.6587 1.2884 -0.3289 -0.249
O 0.7683 1.0950 -0.3575 -0.535
C 0.4715 -0.2859 -0.6136 -0.076
H 0.3842 -2.1417 0.5413 0.232
H 1.1677 -0.7456 1.3644 0.241
H -0.5939 -0.8602 1.2241 0.231
H -1.0304 1.6253 0.6484 0.220
H -1.0130 1.9863 -1.1017 0.232
H 1.1465 -0.7738 -1.3218 0.218


(9)
11
Properties=species:S:1:pos:R:3:nbo_charge:R:1 method="wB97M-V/def2-TZVPD" lumo_ev=1.15 homo_energy_ev=-9.550 orbital_gap_ev=10.70 multiplicity=1
O -2.7999 0.2814 -0.8946 -0.510
C -1.8649 0.1085 -1.5142 0.516
C -0.2693 -0.3988 1.0874 -0.196
C 0.7588 -1.0756 0.2276 -0.434
C 0.8928 0.1649 1.0599 -0.185
H 0.3778 1.6931 -1.5745 0.002
H -1.2863 -0.4203 1.4445 0.227
H 1.2151 -2.0075 0.5696 0.178
H 0.6980 -0.9926 -0.8622 0.181
H 1.5524 0.9571 1.3751 0.226
H 0.7255 1.6899 -0.9185 -0.006


(10)
11
Properties=species:S:1:pos:R:3:nbo_charge:R:1 method="wB97M-V/def2-TZVPD" lumo_ev=1.05 homo_energy_ev=-10.151 smiles=C#CCOC orbital_gap_ev=11.20 multiplicity=1
C 0.3849 0.3371 1.4157 -0.257
O -0.4424 -0.6928 0.9196 -0.519
C -1.0297 -0.3932 -0.3218 -0.140
C -0.0063 -0.1792 -1.3553 -0.031
C 0.9748 -0.0142 -2.0322 -0.239
H -0.0403 1.3310 1.2107 0.166
H 1.3949 0.3014 0.9857 0.179
H 0.4468 0.1898 2.4953 0.194
H -1.6660 -1.2462 -0.5759 0.219
H -1.6726 0.4978 -0.2353 0.190
H 1.8640 0.1108 -2.6047 0.239


(11)
11
Properties=species:S:1:pos:R:3:nbo_charge:R:1 method="wB97M-V/def2-TZVPD" lumo_ev=0.67 homo_energy_ev=-9.466 orbital_gap_ev=10.13 multiplicity=1
C 0.1452 0.3926 -0.0561 -0.081
C 0.2305 1.4945 -0.7650 -0.370
C 0.6049 -0.4103 1.1220 -0.476
C -0.4287 -0.9235 0.0737 0.170
O -0.3810 -1.9280 -0.8636 -0.705
H -0.3412 1.6811 -1.7085 0.198
H 0.8521 2.3995 -0.6260 0.207
H 1.5478 -0.8057 1.0371 0.222
H 0.0903 -0.3319 2.1278 0.240
H -1.8784 -0.8760 0.5913 0.114
H 0.0506 -1.6853 -1.6583 0.480


(12)
11
Properties=species:S:1:pos:R:3:nbo_charge:R:1 method="wB97M-V/def2-TZVPD" lumo_ev="0.78 / 0.78" homo_energy_ev="-7.261 / -7.263" orbital_gap_ev="8.04 / 8.04" multiplicity=1
C -1.3573 -0.7204 0.0697 -0.567
C -0.1584 -0.1317 0.6604 -0.306
C 1.3856 -0.1597 -0.1777 -0.111
O 0.8766 0.9259 -0.9774 -0.460
C -0.2634 0.9547 -0.3073 0.275
H -2.1904 -0.1581 -0.3440 0.213
H -1.4958 -1.8097 0.0862 0.205
H 0.0542 -0.1376 1.7381 0.178
H 1.8976 -0.8548 -0.8710 0.192
H 2.1303 0.2406 0.5187 0.176
H -0.8789 1.8507 -0.3957 0.203


Record order is preserved below.
Energy relative to the best compared isomer or geometry (same formula, charge and spin): 147.74 34.07 0.00 95.07 86.07 0.00 15.78 93.54 75.13 43.67 82.38 108.09 kcal per mole
Record order is preserved below.
Molar mass: 116.10 116.10 163.07 147.14 100.17 70.09 70.09 70.09 70.09 70.09 70.09 70.09 g/mol